Molecular formula: C3H11N5
Method: DFT, wB97M-V/def2-TZVPD

```
19
Properties=species:S:1:pos:R:3:forces:R:3:lowdin_charge:R:1
C 2.015 0.350 -0.923 -0.11 -0.03 0.31 -0.02
C 0.959 0.475 0.172 -0.17 -0.29 0.00 -0.64
N 0.392 -0.924 0.482 -0.40 0.86 -0.32 0.15
N 1.491 1.079 1.363 0.17 -0.15 0.01 0.09
H 0.037 -0.981 1.438 -0.01 0.14 0.01 0.12
H 1.002 -1.722 0.330 -0.19 -0.08 -0.40 0.14
H 2.300 1.660 1.194 -0.07 -0.05 -0.04 0.07
H 2.257 1.342 -1.303 0.01 0.02 0.00 0.08
H 1.637 -0.250 -1.748 -0.06 -0.02 -0.04 0.08
H 2.924 -0.113 -0.537 0.07 0.02 0.00 0.08
N -3.290 -0.821 -0.116 -0.52 -0.18 -0.44 -0.08
N -0.328 0.982 -0.243 -0.25 -0.80 0.49 0.05
C -1.061 -0.484 -0.288 0.92 0.64 -0.37 -0.34
N -2.006 -0.857 0.529 -0.38 0.21 0.87 -0.16
H -3.949 -0.328 0.484 0.47 0.18 -0.03 0.05
H -3.702 -1.750 -0.169 0.38 -0.19 0.09 0.04
H -0.298 1.449 -1.142 -0.09 -0.11 -0.04 0.08
H 0.774 1.617 1.833 -0.01 0.00 -0.11 0.08
H -1.157 -0.725 -1.356 0.24 -0.16 0.01 0.12
```
Positions in Å, forces in eV/Å.

For the orbital gap, the calculation gives 0.2874 Ha. As for the spin multiplicity: 1. The calculation puts the energy above the lowest of the compared OMol25 structures with the same formula, charge and spin at 345.0 kJ/mol. For the highest occupied orbital energy, the calculation gives -7.12 eV.